Density functional theory data (ωB97M-V/def2-TZVPD) for a structure of composition C18H26HfN3O8P2.

The orbital gap comes out at 6.148 eV. Its charge is +3. The calculation puts the energy relative to the best compared isomer or geometry (same formula, charge and spin) at 0.0 kJ/mol.

The geometry in XYZ format:
```
58
C18H26HfN3O8P2 | the OMol25 dataset | ωB97M-V/def2-TZVPD
Hf 0.40 0.54 -0.86
P 2.57 -0.94 -0.73
C 2.50 -0.89 -2.60
C 1.21 -1.47 -3.08
N 0.06 -0.98 -2.51
C -1.16 -1.38 -2.96
C -1.24 -2.40 -3.88
C -0.10 -2.95 -4.46
C 1.14 -2.45 -4.06
C -2.39 -0.74 -2.42
P -2.28 1.03 -1.88
H 2.07 -2.80 -4.51
H -2.23 -2.75 -4.19
H -0.15 -3.74 -5.22
H -3.16 -0.71 -3.22
H -2.80 -1.31 -1.57
H 2.48 0.20 -2.76
H 3.40 -1.32 -3.01
H 0.52 3.94 -1.84
O 1.83 1.57 -1.76
H 2.52 2.23 -1.69
H -1.02 1.44 -1.27
O -0.36 4.28 -1.71
H -0.47 4.24 -0.72
C -2.68 2.01 -3.28
H -3.43 1.46 -3.88
H -3.07 2.96 -2.91
H -1.77 2.19 -3.85
C -3.42 1.27 -0.54
H -3.09 2.14 0.05
H -4.39 1.48 -1.00
H -3.45 0.38 0.10
C 2.71 -2.70 -0.34
H 3.65 -3.10 -0.75
H 2.68 -2.80 0.76
H 1.83 -3.22 -0.78
C 4.21 -0.26 -0.40
H 4.24 -0.03 0.68
H 5.00 -1.00 -0.64
H 4.36 0.66 -0.97
O -0.37 -0.62 0.79
C -0.25 0.38 1.61
O 0.04 1.50 1.02
C -0.39 0.32 3.08
C -0.77 1.47 3.79
C -0.82 1.44 5.20
C -0.43 0.31 5.94
C -0.02 -0.81 5.21
C -0.02 -0.83 3.80
N 0.47 -1.97 5.90
O 0.52 -1.98 7.14
O 0.82 -2.95 5.21
N -1.31 2.59 5.93
O -1.73 3.57 5.28
O -1.30 2.56 7.19
H -1.03 2.39 3.26
H -0.48 0.30 7.02
H 0.32 -1.72 3.28
```


Density functional theory data (ωB97M-V/def2-TZVPD) for a structure of composition C10H12ClI2MnN3S.

The orbital gap (alpha / beta) comes out at 7.112 / 8.272 eV. Its charge is +1. As for the multiplicity: 5. The expectation value of S² is 6.10. The calculation puts the energy relative to the best compared isomer or geometry (same formula, charge and spin) at 0.0 kJ/mol.

The geometry in XYZ format:
```
30
C10H12ClI2MnN3S | the OMol25 dataset | ωB97M-V/def2-TZVPD
Mn -0.53 0.75 0.59
I 0.68 -0.26 3.07
C 0.60 1.43 4.35
I -1.32 2.19 4.70
H 1.25 2.17 3.92
H 0.97 1.04 5.28
S -2.78 0.48 0.94
C -2.32 -1.11 0.35
C -3.10 -2.26 0.24
C -2.50 -3.39 -0.26
C -1.15 -3.39 -0.64
C -0.44 -2.24 -0.50
N -1.03 -1.12 -0.02
H -4.14 -2.23 0.54
H -3.09 -4.30 -0.37
H -0.67 -4.28 -1.04
H 0.60 -2.16 -0.78
Cl -0.37 2.79 1.10
C 0.14 2.40 -2.39
C 1.18 1.51 -1.80
N 1.10 0.79 -0.70
C 2.32 0.13 -0.51
C 3.15 0.45 -1.53
N 2.41 1.32 -2.33
H -0.83 2.17 -1.98
H 0.09 2.27 -3.48
H 0.35 3.44 -2.17
H 2.52 -0.50 0.34
H 4.17 0.16 -1.75
H 2.73 1.75 -3.18
```


Density functional theory data (ωB97M-V/def2-TZVPD) for the molecule C6H11N.

The orbital gap comes out at 10.705 eV. Its structure (SMILES) is [H]/N=C/[C@H](C)CC=C. The calculation puts the energy relative to the best compared isomer or geometry (same formula, charge and spin) at 101.6 kJ/mol.

The geometry in XYZ format:
```
18
C6H11N | the OMol25 dataset | ωB97M-V/def2-TZVPD
H -2.98 -0.52 -0.38
N -2.30 0.11 0.05
C -1.26 -0.54 0.37
C -0.04 0.13 0.96
C -0.37 1.48 1.59
C 1.02 0.31 -0.15
C 1.29 -0.93 -0.95
C 0.90 -1.08 -2.21
H -1.15 -1.62 0.20
H 0.36 -0.55 1.73
H 0.54 1.95 1.97
H -0.82 2.15 0.85
H -1.08 1.38 2.42
H 1.95 0.67 0.32
H 0.67 1.10 -0.82
H 1.80 -1.75 -0.44
H 0.38 -0.29 -2.74
H 1.09 -2.00 -2.77
```